This record from OMol25 describes a 5-piece molecular cluster, C21H38BF5N3O15S overall. The level of theory is wB97M-V/def2-TZVPD.

```
84
Properties=species:S:1:pos:R:3:forces:R:3:lowdin_charge:R:1
S -1.2541 2.5387 3.1085 -1.963 6.906 2.573 0.827
F -3.1994 -0.8347 1.8851 0.709 2.443 -0.085 0.156
F -3.6666 1.1976 1.0130 1.628 -1.415 1.406 0.167
F -3.6844 1.7068 3.4962 2.565 -0.394 -0.843 0.118
F -2.2140 0.1910 4.0998 0.512 1.574 -1.991 0.103
F -1.6257 0.3637 0.9026 -1.117 0.392 1.383 0.120
O -7.9661 -0.5499 6.4589 0.078 0.161 0.160 0.122
O -2.1735 -4.3378 -3.4395 0.172 -0.109 0.123 0.111
O 1.5988 -1.5228 -3.6548 0.403 1.176 0.257 0.079
O -1.0314 3.0551 4.4554 0.688 -3.041 -1.607 -0.199
O 5.6536 4.5997 -2.1749 0.018 -0.175 0.109 0.003
O -6.6828 1.0042 7.5022 -0.155 -0.041 0.111 0.038
O 0.8309 0.4263 -2.7902 0.241 -0.174 0.177 -0.006
O -1.5648 -6.5025 -3.7481 0.150 0.225 0.227 0.036
O 1.2915 -0.3530 4.4436 0.118 0.418 -2.450 0.136
O -1.8872 3.6253 2.3524 1.144 -3.102 -0.592 -0.232
O -8.8155 1.3556 7.3407 0.300 -0.191 0.022 0.007
O -0.0114 -5.0003 -3.5904 -0.429 -0.092 0.173 0.016
O 2.9580 0.0152 -2.6875 -0.320 -0.004 0.363 0.017
O 7.7830 4.2107 -2.0389 -0.445 -0.079 0.150 0.041
O 6.4525 2.6617 -3.0263 -0.083 -0.019 0.196 0.113
N 0.2209 2.1840 2.2866 2.126 -0.658 -1.357 -0.096
N 0.1554 -1.5325 2.5771 0.567 1.910 -0.098 0.171
N 2.1023 1.3290 1.4093 -2.140 1.713 0.638 0.144
C 9.3525 3.4821 -3.7573 -0.243 0.071 -0.223 -0.063
C -2.9453 -6.8911 -3.7905 -0.587 -0.154 -0.171 -0.211
C 6.6199 3.7128 -2.4613 0.382 0.266 -0.130 -0.601
C 4.1067 -0.8067 -2.9654 0.626 -0.321 -0.400 -0.204
C 4.5006 -0.7280 -4.4292 -0.271 0.099 -0.175 -0.053
C 4.3749 4.2318 -2.6897 -0.346 0.050 -0.037 -0.049
C 8.9395 3.4000 -2.3011 0.594 -0.294 -0.270 -0.207
C 0.7747 3.2074 1.4549 3.196 -1.562 -1.717 0.024
C 0.3679 -3.6235 -3.5185 0.060 -0.336 -0.030 -0.071
C -2.7430 0.4569 1.7066 -1.138 -0.876 -1.914 -0.433
C 1.9862 2.6493 0.8683 -3.212 0.704 1.982 0.046
C 1.7799 -0.4726 -3.0933 0.174 0.247 -0.297 -0.574
C -10.0902 0.9819 6.8165 -0.472 -0.037 -0.066 -0.040
C 1.0464 1.0616 2.2667 0.888 1.077 -1.125 -0.044
C -3.5808 -6.5270 -5.1180 0.111 0.249 -0.170 -0.067
C -7.8352 0.4929 7.0488 -0.077 0.178 -0.098 -0.597
C -1.3358 -5.1975 -3.5710 0.084 -0.228 -0.265 -0.598
C -2.4784 1.1400 3.1176 -2.505 -1.842 1.333 -0.356
C -5.5149 0.2191 7.2408 0.391 -0.259 -0.149 -0.204
C -0.4722 0.0774 -3.2695 -0.489 -0.044 -0.101 -0.023
C -5.0839 0.3384 5.7918 -0.246 0.047 -0.210 -0.076
B 0.8312 -0.3248 3.1065 -0.133 -1.698 1.930 -0.439
H 9.7415 3.7939 -1.6755 -0.285 0.174 0.089 0.125
H -10.8287 1.6768 7.2138 0.268 0.074 0.079 0.095
H 9.4986 4.5226 -4.0555 0.126 -0.049 0.111 0.086
H -0.7661 -0.9176 -2.9328 0.112 0.032 -0.145 0.088
H 2.8689 0.6889 1.1790 -0.561 0.259 0.216 0.188
H 1.4461 -3.5815 -3.4150 -0.174 -0.488 -0.071 0.086
H -5.6800 -0.8216 7.5290 -0.167 0.086 -0.108 0.128
H 5.4204 -1.2858 -4.6112 -0.028 0.055 0.077 0.088
H 4.3799 4.3001 -3.7779 -0.036 -0.188 0.058 0.105
H -0.0827 -3.1355 -2.6528 -0.108 -0.096 -0.123 0.087
H -4.6045 -6.9019 -5.1705 0.071 -0.034 0.029 0.082
H -10.3645 -0.0279 7.1241 0.139 0.042 -0.120 0.098
H 0.3659 4.2303 1.2860 0.091 -1.319 0.414 0.153
H 3.9266 -1.8371 -2.6489 -0.219 0.093 -0.090 0.124
H -4.7270 0.6110 7.8857 -0.264 0.158 0.080 0.125
H 3.6410 4.9391 -2.3030 0.277 0.135 0.050 0.091
H -4.9501 1.3868 5.5181 0.072 -0.032 0.188 0.074
H 4.9215 -0.4186 -2.3518 -0.255 0.208 0.058 0.119
H -5.8377 -0.0725 5.1177 0.028 -0.093 0.111 0.081
H 0.0859 -3.1127 -4.4374 -0.095 -0.035 0.141 0.104
H 10.2790 2.9310 -3.9261 -0.028 0.051 0.066 0.084
H -0.8598 -1.3441 2.5478 0.527 -0.765 -0.117 0.066
H 2.6782 3.1468 0.1391 -0.724 -0.924 0.994 0.143
H -3.4908 -6.4584 -2.9486 0.153 0.142 -0.083 0.123
H 8.5844 3.0685 -4.4126 0.055 -0.089 0.099 0.074
H -4.1471 -0.1956 5.6239 -0.040 0.012 0.117 0.066
H -0.4968 0.1363 -4.3580 0.021 -0.147 0.067 0.109
H 2.2456 -0.5688 4.4227 -0.417 0.181 0.634 0.130
H -2.9657 -7.9746 -3.6656 0.316 0.091 0.043 0.123
H 4.6501 0.3116 -4.7291 0.154 -0.045 0.140 0.084
H -10.0845 1.0634 5.7288 0.026 -0.152 0.053 0.099
H -3.6046 -5.4461 -5.2642 -0.062 -0.051 0.123 0.073
H 3.7210 -1.1355 -5.0746 0.049 -0.108 0.117 0.078
H 8.7627 2.3683 -1.9880 -0.193 0.096 -0.086 0.123
H 4.0887 3.2271 -2.3698 0.152 -0.024 -0.184 0.080
H -1.1791 0.8014 -2.8661 0.259 0.078 0.051 0.094
H 0.4985 -1.7318 1.6305 -0.715 0.036 0.095 0.092
H -3.0054 -6.9476 -5.9458 -0.075 -0.127 0.087 0.084
```
Forces are in eV/Å.

Properties
E = -3037.971079 hartree
HOMO-LUMO gap = 7.86 eV
HOMO energy = -12.2910 eV
total charge = +1
energy above the lowest of the compared OMol25 structures with the same formula, charge and spin = 0.0 kcal/mol